Record 1
ORCA calculation (ωB97M-V/def2-TZVPD) on one molecule with the formula C4H7NO.

CARTESIAN COORDINATES (ANGSTROEM)
H: -2.27 0.22 -1.14
N: -0.63 0.21 0.88
H: 1.80 0.49 -0.60
H: -1.61 0.33 1.08
C: 1.15 -0.37 -0.78
H: 1.25 -0.64 -1.83
C: -1.24 -0.02 -1.37
C: -0.28 -0.04 -0.43
H: -0.34 0.52 2.88
O: 1.45 0.36 1.96
H: -1.00 -0.21 -2.41
H: 1.50 -1.22 -0.19
C: 0.23 0.36 1.95

The highest occupied orbital energy is -8.760 eV. The calculation puts the energy above the lowest of the compared OMol25 structures with the same formula, charge and spin at 0.894 eV. The HOMO-LUMO gap is 9.58 eV. The total energy is -286.598802 Ha. Its SMILES is C=C(C)NC=O. The calculation puts the largest force on an atom at 0.0389 hartree/bohr.

Formally, the Löwdin partial charges of the atoms, in units of the elementary charge, are as follows:
1 H 0.052
2 N 0.067
3 H 0.085
4 H 0.142
5 C -0.048
6 H 0.080
7 C 0.038
8 C -0.394
9 H 0.128
10 O 0.018
11 H 0.057
12 H 0.088
13 C -0.312


Record 2
ORCA calculation (ωB97M-V/def2-TZVPD) on one molecule with the formula C9H11NO3.

CARTESIAN COORDINATES (ANGSTROEM)
H: -2.94 0.08 -1.24
H: -1.60 -3.16 -0.25
C: -0.75 0.17 0.13
H: -3.58 -0.27 0.51
H: 1.96 3.71 0.06
C: 0.08 2.59 0.06
C: 2.98 -0.85 -0.06
C: 2.36 1.50 -0.08
C: 1.99 0.23 -0.06
C: 1.45 2.67 -0.03
H: 3.44 1.73 -0.09
O: 0.66 -0.32 -0.06
O: 2.51 -2.16 -0.26
H: -3.33 -1.71 -0.71
H: -0.14 -2.20 0.57
H: -0.49 3.53 0.07
H: -1.80 -2.45 1.22
H: 1.55 -2.19 -0.32
C: -2.97 -0.68 -0.40
C: -1.19 -2.24 0.37
N: -1.54 -0.87 -0.10
O: 4.15 -0.65 0.19
C: -0.95 1.52 0.11
H: -1.87 2.01 0.39

The highest occupied orbital energy is -7.560 eV. The calculation puts the energy above the lowest of the compared OMol25 structures with the same formula, charge and spin at 4.266 eV. The HOMO-LUMO gap is 7.31 eV. The total energy is -629.901567 Ha. Its SMILES is CN(C)C1=CC=CC=C(C(=O)O)O1. The calculation puts the largest force on an atom at 0.0850 hartree/bohr.

Formally, the Löwdin partial charges of the atoms, in units of the elementary charge, are as follows:
1 H 0.109
2 H 0.132
3 C -0.226
4 H 0.116
5 H 0.122
6 C -0.091
7 C -0.419
8 C -0.014
9 C -0.149
10 C -0.081
11 H 0.138
12 O -0.043
13 O 0.094
14 H 0.095
15 H 0.058
16 H 0.095
17 H 0.068
18 H 0.068
19 C -0.041
20 C -0.019
21 N -0.169
22 O 0.112
23 C -0.043
24 H 0.090


Record 3
ORCA calculation (ωB97M-V/def2-TZVPD) on C14H30F6N4O8S2 as an isolated structure.

CARTESIAN COORDINATES (ANGSTROEM)
O: -4.10 2.05 2.47
O: -0.08 0.61 -2.78
H: 1.38 -4.67 -1.29
F: 0.68 1.86 3.04
N: 0.07 0.50 0.02
H: 0.11 -3.54 4.59
H: 2.99 4.23 0.79
F: 0.06 3.56 4.22
C: 1.05 -0.40 -5.14
H: -0.68 1.00 0.56
H: -2.32 -1.36 3.05
H: 4.71 3.89 1.17
H: -1.82 0.75 -3.81
C: -0.36 2.62 3.42
H: 4.82 1.01 -1.16
C: 3.66 2.32 0.10
H: -0.22 0.28 -0.95
C: 3.71 3.47 1.08
C: -1.33 -0.92 2.97
H: 1.52 -2.78 3.18
H: 1.17 -1.44 -5.43
H: -1.20 -0.58 1.95
H: 0.85 1.16 -0.06
H: 5.70 1.68 0.28
H: 0.70 -3.88 -2.65
C: -0.76 0.46 -3.77
F: -3.78 -0.32 0.85
C: 1.04 -3.69 -1.62
H: -2.25 -0.12 -5.72
O: -1.97 4.42 2.45
O: 1.18 -1.44 1.73
H: -1.61 -3.38 4.14
F: -5.11 0.94 -0.28
N: -0.33 -0.05 -4.93
C: 4.96 1.87 -0.50
H: 1.61 -0.22 -4.22
H: 3.39 3.08 2.05
C: -0.89 -4.15 0.05
H: -0.35 -4.09 1.00
C: 0.83 -2.06 2.73
F: -1.23 1.84 4.08
C: -3.88 0.82 0.15
H: 5.36 2.69 -1.11
O: -0.61 -2.08 -1.07
H: 1.83 -2.95 -1.69
O: 2.60 1.87 -0.25
S: -1.14 3.39 1.93
C: -0.19 -3.20 -0.90
H: 1.50 0.30 -5.85
H: 0.37 -0.34 0.55
N: -1.86 2.07 1.30
H: -1.33 -0.07 3.67
H: -0.87 -2.30 5.36
C: -0.71 -2.84 4.43
N: -0.32 -1.90 3.39
H: -1.91 -3.81 0.18
S: -3.45 2.27 1.21
O: -3.85 3.41 0.44
F: -3.04 0.73 -0.90
H: -1.12 -1.28 -6.41
H: -1.02 0.44 -6.86
O: -0.03 3.73 1.10
H: -0.87 -5.18 -0.29
C: -1.22 -0.26 -6.05

The highest occupied orbital energy is -9.308 eV. The HOMO-LUMO gap is 9.63 eV. The total energy is -2767.969879 Ha. The calculation puts the largest force on an atom at 0.0333 hartree/bohr.

Formally, the Löwdin partial charges of the atoms, in units of the elementary charge, are as follows:
1 O -0.274
2 O 0.009
3 H 0.076
4 F 0.112
5 N 0.262
6 H 0.083
7 H 0.091
8 F 0.162
9 C -0.043
10 H 0.051
11 H 0.098
12 H 0.076
13 H 0.143
14 C -0.677
15 H 0.079
16 C -0.474
17 H 0.064
18 C -0.007
19 C -0.004
20 H 0.139
21 H 0.089
22 H 0.059
23 H 0.080
24 H 0.086
25 H 0.095
26 C -0.315
27 F 0.109
28 C -0.011
29 H 0.086
30 O -0.246
31 O -0.017
32 H 0.090
33 F 0.162
34 N -0.193
35 C -0.017
36 H 0.085
37 H 0.092
38 C -0.007
39 H 0.079
40 C -0.335
41 F 0.107
42 C -0.672
43 H 0.092
44 O 0.060
45 H 0.086
46 O 0.054
47 S 0.584
48 C -0.497
49 H 0.096
50 H 0.058
51 N -0.331
52 H 0.083
53 H 0.095
54 C -0.043
55 N -0.161
56 H 0.085
57 S 0.582
58 O -0.272
59 F 0.119
60 H 0.089
61 H 0.091
62 O -0.276
63 H 0.082
64 C -0.054


Record 4
ORCA calculation (ωB97M-V/def2-TZVPD) on one molecule with the formula C10H13N3.

CARTESIAN COORDINATES (ANGSTROEM)
C: 2.08 0.69 -0.29
H: -2.28 0.70 1.91
H: -0.71 0.05 -2.36
C: -0.05 1.40 0.06
C: -1.25 0.20 1.84
C: -0.75 -0.87 -1.95
H: -3.32 -1.28 -1.24
H: -1.50 -0.73 2.24
H: 0.42 -1.99 0.42
H: 0.28 -1.23 -1.74
H: 0.31 3.17 -0.88
C: -1.41 -0.55 -0.59
N: 3.37 0.81 -0.68
H: -3.28 -0.60 0.28
C: -0.50 0.07 0.52
C: -0.31 2.62 -0.32
H: -1.45 -1.37 -2.63
H: -0.78 0.84 2.59
N: 1.91 -0.44 0.38
H: 0.60 -0.86 2.01
H: -1.27 3.12 0.03
C: 0.68 -0.93 0.88
N: 3.05 -1.13 0.46
C: 3.90 -0.29 -0.16
C: -2.73 -0.83 -0.53
H: 4.99 -0.58 -0.23

The highest occupied orbital energy is -9.332 eV. The calculation puts the energy above the lowest of the compared OMol25 structures with the same formula, charge and spin at 6.206 eV. The HOMO-LUMO gap is 9.51 eV. The total energy is -552.889499 Ha. The calculation puts the largest force on an atom at 0.1078 hartree/bohr.

Formally, the Löwdin partial charges of the atoms, in units of the elementary charge, are as follows:
1 C -0.082
2 H 0.117
3 H 0.030
4 C 0.031
5 C -0.080
6 C -0.031
7 H 0.046
8 H 0.068
9 H 0.178
10 H 0.092
11 H 0.019
12 C -0.251
13 N 0.061
14 H 0.015
15 C -0.430
16 C 0.058
17 H 0.088
18 H 0.101
19 N -0.202
20 H 0.136
21 H 0.110
22 C -0.078
23 N 0.081
24 C -0.266
25 C 0.072
26 H 0.116


Record 5
ORCA calculation (ωB97M-V/def2-TZVPD) on C5H6FO4Ru as an isolated structure.

CARTESIAN COORDINATES (ANGSTROEM)
C: 0.77 0.55 2.02
O: 1.00 1.17 -0.17
O: 2.90 2.37 0.06
H: -1.32 0.97 -3.93
H: 0.07 1.16 2.61
C: -1.49 -1.06 -3.18
C: -0.87 0.21 -3.28
H: 0.98 -0.39 2.54
H: 0.12 0.37 -2.87
O: 1.98 1.28 1.80
H: -2.39 -1.26 -3.77
O: -1.05 -1.98 -2.45
C: 2.07 1.67 0.54
F: 0.57 -1.03 0.19
Ru: -0.01 -2.39 -0.96
H: -0.83 0.42 0.40
C: 0.26 0.34 0.61

Its total charge is +3. The highest occupied orbital energy (alpha / beta) is -22.435 / -23.272 eV. The calculation puts the energy above the lowest of the compared OMol25 structures with the same formula, charge and spin at 0.000 eV. The HOMO-LUMO gap (alpha / beta) is 9.89 / 5.21 eV. The total energy is -688.270348 Ha. The spin multiplicity is 7. The calculation puts the largest force on an atom at 0.1756 hartree/bohr.

Formally, the Löwdin partial charges of the atoms, in units of the elementary charge, are as follows:
1 C 0.056
2 O 0.201
3 O 0.631
4 H 0.126
5 H 0.194
6 C -0.144
7 C 0.259
8 H 0.187
9 H 0.093
10 O 0.222
11 H 0.180
12 O -0.181
13 C -0.303
14 F -0.192
15 Ru 1.608
16 H 0.214
17 C -0.150


Record 6
ORCA calculation (ωB97M-V/def2-TZVPD) on a 2-piece molecular cluster, C3H7NO3 overall.

CARTESIAN COORDINATES (ANGSTROEM)
H: 1.93 -0.03 2.38
N: 0.08 -0.08 -0.40
H: 1.46 1.49 0.01
C: 1.11 0.32 1.75
O: -2.80 -0.41 0.36
O: 1.16 -0.24 -2.39
H: -0.75 -0.89 -2.06
C: 1.27 0.43 0.24
H: -3.50 0.25 0.42
H: 2.19 -0.10 -0.03
H: -3.28 -1.08 -0.16
H: -0.74 -0.10 0.20
O: 0.05 0.56 2.25
C: 0.19 -0.42 -1.71

The highest occupied orbital energy is -9.681 eV. The calculation puts the energy above the lowest of the compared OMol25 structures with the same formula, charge and spin at 1.689 eV. The HOMO-LUMO gap is 10.13 eV. The total energy is -398.975582 Ha. Its SMILES is O=CCNC=O.O. The calculation puts the largest force on an atom at 0.0390 hartree/bohr.

Formally, the Löwdin partial charges of the atoms, in units of the elementary charge, are as follows:
1 H 0.119
2 N 0.032
3 H 0.137
4 C -0.225
5 O -0.056
6 O 0.030
7 H 0.127
8 C -0.162
9 H 0.052
10 H 0.121
11 H 0.060
12 H 0.088
13 O 0.056
14 C -0.380